No. 1
DFT (the ωB97M-V functional and the def2-TZVPD basis) results for a 2-piece molecular cluster, C4H13N2O2 overall.

XYZ file:
```
21
Properties=species:S:1:pos:R:3:forces:R:3
C -1.09560 0.24852 -1.14389 -0.765 0.668 0.999
C 0.14717 1.14807 -1.17322 0.718 0.309 1.602
C 1.47361 0.54291 -0.59294 -0.736 -1.226 -1.745
C 1.31997 0.10183 0.83549 1.740 0.309 1.748
N 1.87632 0.85377 1.82953 -0.130 0.008 -1.057
O 0.81166 -0.96816 1.15967 -0.432 -0.273 -0.332
N -0.80457 -1.18349 -0.82362 0.285 -0.432 -2.245
H -1.62768 0.48107 -2.05622 0.093 -1.240 -0.768
H -1.89829 0.54863 -0.44587 0.995 -0.046 0.344
H -0.06788 1.99113 -0.49874 -0.059 0.160 -0.773
H 0.30395 1.45746 -2.19894 0.208 0.333 0.047
H 2.39362 1.07863 -0.83806 -0.465 0.759 0.537
H 1.68144 -0.36741 -1.20077 -0.163 0.122 0.657
H 2.01633 0.41720 2.72549 -0.275 -0.021 0.092
H 2.38300 1.70552 1.65418 0.000 -0.071 -0.152
H -0.31844 -1.31415 0.10782 -0.332 0.425 0.345
H -1.62451 -1.76907 -0.97610 -0.053 0.102 0.545
H -0.09414 -1.55811 -1.45678 -0.138 0.143 -0.327
H -2.07312 -1.81135 1.98626 0.331 -0.251 -0.050
H -2.74199 -0.52275 1.74886 -0.069 0.319 -0.163
O -2.06086 -1.08025 1.35786 -0.752 -0.098 0.697
```
Positions in Å, forces in eV/Å.

energy relative to the best compared isomer or geometry (same formula, charge and spin)	1.145	eV
max |F|	2.49	eV/A
net charge	+1
frontier orbital gap	11.38	eV
M	121.16	u
LUMO level	-0.10455	hartree
DFT total energy	-11428.3285	eV

Atom charges from the natural (NBO) analysis, given in e for atoms 1 to 2: atom 1 (C): -0.245, atom 2 (C): -0.412



No. 2
DFT (the ωB97M-V functional and the def2-TZVPD basis) results for a 2-piece molecular cluster, C4H13N2OS overall.

XYZ file:
```
21
Properties=species:S:1:pos:R:3:forces:R:3
N 1.49272 0.41780 -1.71348 -0.539 -1.110 -0.103
C 0.34051 0.07115 -0.82427 -0.473 0.443 -1.632
C 0.75052 -0.37969 0.63495 -1.744 1.977 -1.073
S 0.84892 1.19685 1.54124 0.083 0.174 1.026
C -0.48492 -1.01167 -1.65071 1.088 -0.442 1.072
N -1.86146 -0.55062 -1.97136 1.824 -1.458 -0.570
C -1.79915 0.12243 -3.27526 -1.299 0.625 -0.085
H 1.91205 1.31846 -1.65392 0.101 0.558 0.812
H 2.20126 -0.30970 -1.59973 -0.125 0.528 -0.007
H -0.42231 0.98300 -0.79269 2.012 -1.613 0.371
H -0.05800 -1.04077 0.98713 0.383 0.044 0.194
H 1.72762 -0.79818 0.76314 0.438 -0.821 -0.616
H -0.39362 -1.89525 -0.96752 -1.018 0.199 -0.691
H 0.03957 -1.31611 -2.61520 -0.635 0.576 1.289
H -2.19068 -0.01715 -1.17909 -0.126 0.434 -0.359
H -1.62310 1.24315 -3.26723 0.936 -1.176 0.058
H -2.83096 0.13528 -3.64505 0.023 -0.396 -0.462
H -1.14351 -0.50489 -3.96967 -0.896 1.356 0.917
H 0.42489 -0.14611 4.96111 -0.299 0.567 0.403
H 0.15791 -1.33155 4.24455 -0.617 -0.355 0.087
O -0.17062 -0.90141 5.05118 0.884 -0.110 -0.631
```
Positions in Å, forces in eV/Å.

energy relative to the best compared isomer or geometry (same formula, charge and spin)	1.743	eV
max |F|	2.85	eV/A
net charge	-1
frontier orbital gap	6.33	eV
M	137.23	u
LUMO level	0.13650	hartree
DFT total energy	-20221.1895	eV

Atom charges from the natural (NBO) analysis, given in e for atoms 1 to 2: atom 1 (N): -0.883, atom 2 (C): -0.061



No. 3
DFT (the ωB97M-V functional and the def2-TZVPD basis) results for an isolated ion of composition C4H13N2S and charge +1.

XYZ file:
```
20
Properties=species:S:1:pos:R:3:forces:R:3
N -1.66379 2.08234 -1.10849 -1.484 -0.436 -0.515
C -0.34808 2.37202 -0.46710 0.241 0.946 0.256
C -0.41285 1.65906 0.87391 3.853 -1.444 1.633
N -1.01589 0.34568 0.72529 -2.922 0.267 0.221
C -0.50709 -0.97475 0.20596 2.739 2.701 1.440
C 1.07528 -0.82863 0.12230 -2.699 -1.223 0.649
S 1.56567 -2.53652 -0.03744 1.090 -0.527 -1.042
H -1.78542 1.95374 -2.13387 1.010 0.135 0.716
H -2.38677 2.76190 -0.89727 -0.122 0.179 0.469
H -1.91842 1.12545 -0.61418 0.405 0.795 -0.080
H 0.38808 2.06881 -1.19986 0.409 -0.408 0.344
H -0.12438 3.41275 -0.17256 -0.688 -0.104 -1.011
H 0.65559 1.51767 1.30962 -1.089 0.321 -1.354
H -0.68998 2.33568 1.73548 -1.210 -1.029 -1.150
H -1.72848 0.17007 1.41811 0.063 0.147 0.072
H -0.90557 -1.21321 -0.77729 -0.134 -0.274 0.206
H -0.69897 -1.66985 1.01059 -0.468 -0.508 -0.372
H 1.20581 -0.20322 -0.73314 1.072 0.342 -0.357
H 1.47813 -0.48002 1.07574 -0.068 0.413 -0.426
H 2.08370 -2.40693 -1.27737 0.000 -0.295 0.300
```
Positions in Å, forces in eV/Å.

energy relative to the best compared isomer or geometry (same formula, charge and spin)	2.264	eV
max |F|	4.43	eV/A
net charge	+1
frontier orbital gap	8.58	eV
M	121.23	u
LUMO level	-0.12528	hartree
DFT total energy	-18166.2286	eV

Atom charges from the natural (NBO) analysis, given in e for atoms 1 to 2: atom 1 (N): -0.728, atom 2 (C): -0.253